1.
ORCA calculation (ωB97M-V/def2-TZVPD) on a 2-piece molecular cluster, C5H13NO overall in a non-equilibrium geometry.

```
20
Properties=species:S:1:pos:R:3
O 2.31042 2.55584 -1.35605
N 1.26371 0.59725 -1.50108
C 1.28524 1.95762 -1.14059
C -1.78539 -1.01621 0.25485
C 0.63340 -1.42435 1.28039
C -0.74900 -1.96218 0.83585
C 0.06536 2.51264 -0.48198
H -0.91954 2.04264 -0.42617
H 1.08504 -2.17357 1.94020
H 0.60339 -0.42754 1.73271
H -1.14856 -2.49804 1.70875
H 2.10468 0.17402 -1.89878
H -0.62792 -2.85525 0.19078
H -2.15962 -0.38319 1.03502
H 0.29794 2.73952 0.56096
H -1.23750 -0.44737 -0.57124
H -0.12123 3.50660 -0.90726
H -2.63993 -1.39764 -0.31621
H 1.17405 -1.38144 0.32576
H 0.56547 -0.11936 -1.26589
```

Properties
multiplicity	2
<S²>	0.771
HOMO level (spin up / spin down)	-14.54 / -14.53	eV
HOMO-LUMO gap (spin up / spin down)	10.16 / 4.73	eV
charge	+1
energy above the lowest of the compared OMol25 structures with the same formula, charge and spin	54.2	kcal/mol
total energy	-8923.4025	eV

Atom charges from the natural (NBO) analysis, given in e for atoms 1 to 4: O -0.12; N -0.57; C 0.64; C -0.58



2.
ORCA calculation (ωB97M-V/def2-TZVPD) on a 2-piece molecular cluster, C5H13NO overall in a non-equilibrium geometry.

```
20
Properties=species:S:1:pos:R:3
O 2.32852 -1.08996 -3.09308
N 1.58225 -0.96906 -0.49440
C -2.44976 0.22181 0.16773
C -1.37114 1.27911 0.32748
C 0.73756 0.16281 -0.62619
C 0.08305 0.61328 0.44559
C 0.32319 0.14681 1.86138
H 0.44136 -0.90792 1.86873
H 2.00769 -1.49918 -2.26960
H -2.39058 -0.18616 -0.98317
H 1.09087 0.60228 2.48352
H 3.19564 -0.64259 -2.66757
H 0.63728 0.57337 -1.67759
H -0.58773 0.47455 2.32779
H 2.20453 -0.85050 0.28512
H -2.29949 -0.67285 0.83798
H -1.60311 2.07654 -0.42409
H 0.99196 -1.64720 0.01371
H -1.48942 1.62448 1.37364
H -3.43267 0.69039 0.24302
```

Properties
multiplicity	2
<S²>	0.753
HOMO level (spin up / spin down)	-14.17 / -14.17	eV
HOMO-LUMO gap (spin up / spin down)	9.35 / 5.52	eV
charge	+1
energy above the lowest of the compared OMol25 structures with the same formula, charge and spin	79.4	kcal/mol
total energy	-8922.3081	eV

Atom charges from the natural (NBO) analysis, given in e for atoms 1 to 4: O -0.94; N -0.84; C -0.61; C -0.45



3.
ORCA calculation (ωB97M-V/def2-TZVPD) on a 2-piece molecular cluster, C5H13NO overall in a non-equilibrium geometry.

```
20
Properties=species:S:1:pos:R:3
O -0.97743 2.20679 1.99331
N 0.81435 0.01551 1.12254
C -2.16684 -0.67673 -0.79849
C 1.04877 -0.03012 -0.28936
C 0.37366 -1.05572 -0.93733
C -0.99659 -1.67646 -0.57553
C 2.23901 0.73125 -0.97974
H 0.53661 -0.93633 1.58946
H 2.18580 0.41535 -2.05835
H -1.53672 2.20674 1.19190
H 3.29434 0.52996 -0.49720
H -0.86288 -2.07150 0.50075
H -2.17875 0.06758 0.01468
H 2.06328 1.73668 -0.91782
H -0.30490 1.62992 1.85008
H 1.69604 0.09284 1.65676
H 0.60712 -1.21741 -1.92553
H -3.18282 -1.20750 -0.88260
H -1.99835 -0.10329 -1.68038
H -1.18789 -2.65926 -1.16330
```

Properties
multiplicity	2
<S²>	0.757
HOMO level (spin up / spin down)	-14.67 / -14.66	eV
HOMO-LUMO gap (spin up / spin down)	10.12 / 6.78	eV
charge	+1
energy above the lowest of the compared OMol25 structures with the same formula, charge and spin	51.0	kcal/mol
total energy	-8923.5395	eV

Atom charges from the natural (NBO) analysis, given in e for atoms 1 to 4: O -0.91; N -0.70; C -0.60; C 0.32



4.
ORCA calculation (ωB97M-V/def2-TZVPD) on a 2-piece molecular cluster, C5H13NO2 overall in a non-equilibrium geometry.

```
21
Properties=species:S:1:pos:R:3
O 0.63444 2.31391 -2.26470
O -3.33554 -1.30088 -1.48732
N -0.84454 0.57589 2.40759
C 0.07262 -0.48813 2.07435
C 1.35112 1.66548 -1.54201
C 1.31305 0.16735 -1.52288
C 1.08211 -0.33374 0.95123
C 0.38115 -0.42139 -0.43585
H -0.62324 -0.03067 -0.57733
H 1.59125 0.63469 1.08015
H 1.81653 -1.12270 1.01554
H -0.43763 -1.46015 1.95553
H 0.32380 -1.47969 -0.62327
H -3.15586 -1.20599 -2.42627
H 1.97944 2.17334 -0.79056
H -4.16727 -0.81527 -1.41858
H 0.55382 -0.69745 3.05055
H -0.38640 1.36040 2.84405
H -1.32737 0.90138 1.57834
H 0.85441 -0.18790 -2.44584
H 2.32411 -0.24849 -1.42271
```

Properties
HOMO level	-9.30	eV
HOMO-LUMO gap	10.04	eV
energy above the lowest of the compared OMol25 structures with the same formula, charge and spin	40.4	kcal/mol
total energy	-10980.1278	eV
SMILES	NCCCCC=O.O

Atom charges from the natural (NBO) analysis, given in e for atoms 1 to 4: O -0.52; O -0.93; N -0.83; C -0.22



5.
ORCA calculation (ωB97M-V/def2-TZVPD) on a 3-piece molecular cluster, C5H13NO2 overall in a non-equilibrium geometry.

```
21
Properties=species:S:1:pos:R:3
O 1.28900 1.62778 2.59767
O -0.98757 -2.13612 2.22988
N 1.46059 1.03210 -0.74160
C 0.24499 -2.39841 -0.69881
C -0.79712 0.42433 -1.00346
C 0.46058 0.06068 -0.75531
C -1.28417 1.83798 -1.18244
C 0.91414 -1.30531 -0.36270
H -1.53042 -0.32089 -1.23615
H 1.38294 1.84126 -1.33669
H -0.51658 -2.44040 -1.45866
H -0.80209 -1.46263 1.55681
H 2.41766 0.72991 -0.74670
H 0.74144 0.92424 2.95726
H 1.60926 -1.18938 0.46513
H 0.77521 2.01573 1.88283
H -2.33394 1.99451 -0.95406
H -0.66724 2.48766 -0.55813
H -1.79854 -2.47968 1.84993
H 0.56932 -3.33890 -0.26822
H -1.14746 2.09552 -2.23659
```

Properties
HOMO level	-8.07	eV
HOMO-LUMO gap	8.76	eV
energy above the lowest of the compared OMol25 structures with the same formula, charge and spin	53.6	kcal/mol
total energy	-10979.5529	eV
SMILES	C=C/C(N)=C/C.O.O

Atom charges from the natural (NBO) analysis, given in e for atoms 1 to 4: O -0.94; O -0.93; N -0.83; C -0.36



6.
ORCA calculation (ωB97M-V/def2-TZVPD) on a 2-piece molecular cluster, C5H13NO2 overall in a non-equilibrium geometry.

```
21
Properties=species:S:1:pos:R:3
O 0.94992 3.27056 0.60047
O 1.65864 0.41543 1.60204
N 0.05286 0.00771 0.03014
C -0.90362 -0.96412 -0.49692
C 0.71545 0.85826 -1.06472
C 0.71704 -0.28757 1.19631
C 0.20152 -1.44600 2.08941
C -1.67982 -0.69011 -1.78465
H 1.80327 1.07135 -0.84490
H 0.07214 1.74687 -1.27781
H -1.66371 -1.18844 0.20955
H -0.25436 -1.95818 -0.66012
H 0.05221 -1.06210 2.99047
H 1.83251 3.01781 0.40074
H -2.75900 -0.82086 -1.46668
H -1.33409 -1.33899 -2.63335
H -1.37127 0.33757 -2.16619
H -0.73204 -1.84228 1.80200
H 0.95111 -2.20295 2.37649
H 0.96213 0.51143 -2.08797
H 0.72913 2.56463 1.18569
```

Properties
HOMO level	-9.41	eV
HOMO-LUMO gap	10.12	eV
energy above the lowest of the compared OMol25 structures with the same formula, charge and spin	57.6	kcal/mol
total energy	-10979.3833	eV
SMILES	CCN(C)C(C)=O.O

Atom charges from the natural (NBO) analysis, given in e for atoms 1 to 4: O -0.93; O -0.65; N -0.45; C -0.20